The molecule C8H12N2Si at a distorted geometry. Source: OMol25; level of theory: the ωB97M-V functional and the def2-TZVPD basis.

Geometry as ORCA input:
```
! RIJCOSX wB97M-V def2-TZVPD def2/J DEFGRID3
* xyz 0 1
C 3.6501 -0.5490 0.0113
C 3.7180 0.8265 -0.0468
C 2.4646 -1.3468 0.1605
C 2.5554 1.5606 -0.2889
C 1.2946 -0.6036 0.1713
C 1.3540 0.7681 -0.1423
C -2.0080 -0.6394 -1.5090
C -2.3004 0.2243 1.5457
N 0.0375 -1.0573 0.4656
N -0.0583 1.3505 -0.0676
Si -1.2207 0.0570 0.0410
H 4.5509 -1.1746 0.2476
H 4.6283 1.2779 -0.0815
H 2.4890 -2.3830 0.0377
H 2.5558 2.6461 -0.5697
H -1.5327 -0.4701 -2.3671
H -2.1169 -1.7365 -1.4688
H -2.9636 -0.2928 -1.5306
H -1.7167 -0.0551 2.3643
H -2.5981 1.3057 1.8059
H -3.2902 -0.3750 1.4707
H 0.0267 -2.0688 0.5989
H -0.2572 2.2234 -0.5792
*
```

Calculated values
- Kohn-Sham gap: 8.0 eV